(1)
DFT (ωB97M-V/def2-TZVPD) results for a molecular structure, C12H29NNb at a distorted geometry.

For the HOMO energy, the calculation gives -4.54 eV. As for the net charge: -1. As for the LUMO energy: 2.69 eV. Its largest force on an atom is 1.243 eV/Å.

```
43
Properties=species:S:1:pos:R:3:lowdin_charge:R:1
C -2.8299 -0.8261 -5.7014 -0.114
C -2.0583 -0.4570 -4.4229 -0.255
C -2.1050 -1.5230 -3.3133 -0.223
C -0.7473 -1.8752 -2.7099 -0.221
C -0.2358 -0.8686 -1.6715 -0.204
C 0.6263 0.2561 -2.2479 -0.238
C 1.5495 0.8959 -1.2182 -0.219
C 0.7918 1.6906 -0.1334 -0.217
C 0.8730 1.0995 1.2928 -0.349
C 1.6172 1.9701 2.3183 -0.441
Nb 2.0631 0.9445 4.2824 0.974
C 0.0918 0.1241 5.0433 -0.407
C 0.0358 -1.3791 5.1631 -0.405
N -0.8779 -2.0683 5.7162 0.030
H -3.4809 -1.6899 -5.5350 0.061
H -3.4628 -0.0098 -6.0555 0.060
H -2.1512 -1.0788 -6.5205 0.064
H -1.0072 -0.2774 -4.6722 0.093
H -2.4456 0.4924 -4.0418 0.101
H -2.7544 -1.1644 -2.5047 0.107
H -2.5697 -2.4365 -3.7038 0.097
H -0.0114 -1.9561 -3.5234 0.106
H -0.8094 -2.8662 -2.2530 0.103
H -1.1027 -0.4225 -1.1669 0.110
H 0.3336 -1.3904 -0.8935 0.114
H 1.2106 -0.1321 -3.0929 0.104
H -0.0265 1.0437 -2.6506 0.106
H 2.2615 1.5460 -1.7352 0.100
H 2.1377 0.1026 -0.7381 0.107
H -0.2603 1.7812 -0.4345 0.096
H 1.1915 2.7092 -0.0951 0.096
H -0.1487 0.9298 1.6583 0.083
H 1.3484 0.1123 1.2386 0.055
H 1.0514 2.8961 2.4987 0.023
H 2.5761 2.2883 1.8808 0.019
H 1.6193 2.4719 5.2414 -0.156
H 2.8615 0.1348 5.7431 -0.170
H 2.7410 -0.4782 3.2694 -0.154
H 3.6788 1.8031 4.4265 -0.162
H -0.1092 0.5263 6.0435 0.011
H -0.7345 0.4687 4.4012 0.034
H 0.8629 -1.9563 4.7363 0.057
H -1.5940 -1.4315 6.0809 0.025
```

(2)
DFT (ωB97M-V/def2-TZVPD) results for a molecular structure, C12H30AgO16P2S2 at a distorted geometry.

Its expectation value of S² is 0.75. The energy above the lowest of the compared OMol25 structures with the same formula, charge and spin is 167.76 kJ/mol. For the HOMO energy (spin up / spin down), the calculation gives -1.71 / -1.68 eV. As for the net charge: -2. As for the LUMO energy (spin up / spin down): 4.39 / 4.39 eV. Its spin multiplicity is 2. Its largest force on an atom is 3.927 eV/Å.

```
63
Properties=species:S:1:pos:R:3:lowdin_spin:R:1
Ag -0.2080 0.3774 -0.2617 0.506
S 0.8037 0.0451 2.4557 -0.002
O 0.9561 1.2453 1.5916 0.083
O 0.2019 0.3189 3.7800 0.017
O -0.0189 -0.7979 1.5733 0.114
O 2.0550 -0.6033 2.8773 0.012
S -1.6180 0.6207 -2.7091 -0.003
O -2.8526 1.3768 -2.5941 0.012
O -1.6461 -0.4991 -1.7266 0.122
O -1.3487 0.1818 -4.0634 0.021
O -0.4864 1.3915 -2.1172 0.126
C -3.3323 -1.8234 2.4263 0.000
C -4.0704 -0.9045 1.4571 0.000
O -4.2786 0.3803 2.0100 0.000
P -3.0561 1.4562 1.9043 0.000
O -2.0216 1.0474 0.9671 -0.003
O -3.7662 2.8090 1.5095 0.000
C -3.0792 3.8883 0.8936 0.000
C -3.9076 4.5118 -0.2277 0.000
O -2.6361 1.6764 3.4148 0.000
C -3.5861 1.8557 4.4501 0.000
C -2.8090 1.9614 5.7333 0.000
H -3.9280 -2.0725 3.3067 0.000
H -3.0624 -2.7848 1.9819 0.000
H -2.3679 -1.3527 2.6307 0.000
H -3.4442 -0.8102 0.5583 0.000
H -4.9325 -1.2833 0.8984 0.000
H -2.9869 4.6611 1.6641 0.000
H -2.0712 3.6133 0.5849 0.000
H -4.4287 5.3967 0.1429 0.000
H -3.2386 4.7275 -1.0594 0.000
H -4.7097 3.8771 -0.6035 0.000
H -4.1700 2.7673 4.2891 0.000
H -4.2469 0.9851 4.4642 0.000
H -3.4850 1.9663 6.5963 0.000
H -2.1214 1.1481 5.9634 0.000
H -2.2339 2.8884 5.7504 0.000
C 5.1211 -2.8711 0.7441 0.000
C 3.9685 -1.9966 0.3863 0.000
O 4.1270 -1.4405 -0.9237 0.000
P 2.8187 -1.1391 -1.7700 0.000
O 1.7184 -0.7031 -0.9496 -0.002
O 3.3698 0.0149 -2.7530 0.000
C 4.3810 -0.3982 -3.6574 0.000
C 5.3168 0.7556 -3.9559 0.000
O 2.6520 -2.4358 -2.7526 0.000
C 1.4469 -2.4255 -3.5425 0.000
C 1.6485 -3.6065 -4.4704 0.000
H 5.0950 -3.0124 1.8278 0.000
H 5.0416 -3.8928 0.3670 0.000
H 6.0532 -2.3852 0.4458 0.000
H 3.1078 -2.6730 0.4189 0.000
H 3.7923 -1.1961 1.1060 0.000
H 4.9682 -1.2677 -3.3501 0.000
H 3.8862 -0.7765 -4.5611 0.000
H 5.4761 1.2608 -3.0033 0.000
H 6.2652 0.3810 -4.3453 0.000
H 4.9245 1.4339 -4.7131 0.000
H 0.6224 -2.5709 -2.8389 0.000
H 1.2458 -1.4602 -4.0166 0.000
H 0.7739 -3.9297 -5.0451 0.000
H 2.3258 -3.4796 -5.3198 0.000
H 1.9858 -4.4288 -3.8405 0.000
```

(3)
DFT (ωB97M-V/def2-TZVPD) results for a molecular structure, C12H30AlAsF6N3O7P at a distorted geometry.

The energy above the lowest of the compared OMol25 structures with the same formula, charge and spin is 0.00 kJ/mol. For the HOMO energy, the calculation gives -15.00 eV. As for the net charge: +2. As for the LUMO energy: -12.41 eV. Its largest force on an atom is 2.271 eV/Å.

```
61
Properties=species:S:1:pos:R:3:lowdin_charge:R:1
Al -1.0915 -0.0533 -1.7563 1.378
As -4.7414 -2.6266 -1.7931 0.733
F -5.3865 -1.2451 -0.8768 -0.245
F -6.2343 -3.4259 -1.6213 -0.197
F -3.9681 -3.9148 -2.5989 -0.202
F -3.2629 -1.6685 -1.9952 -0.348
F -4.1661 -3.2073 -0.2596 -0.229
F -5.3131 -1.9523 -3.2607 -0.209
C 2.2914 -1.6723 -1.0025 -0.287
O 1.5328 -0.8306 -1.4778 -0.067
N 3.5649 -1.7946 -1.3644 -0.154
C 4.4391 -2.7905 -0.7549 -0.016
C 4.1145 -1.1342 -2.5333 -0.018
H 2.0755 -2.3371 -0.1572 0.155
H 5.2335 -2.2781 -0.2129 0.101
H 4.8370 -3.5086 -1.4708 0.109
H 3.8611 -3.3780 -0.0403 0.096
H 3.5835 -0.2169 -2.7575 0.076
H 5.1872 -0.9762 -2.3957 0.104
H 4.1349 -1.8168 -3.3911 0.115
C 1.9136 2.5323 -2.4762 -0.267
O 1.0133 1.9205 -1.9008 -0.058
N 3.1926 2.5773 -2.0732 -0.147
C 4.1872 3.1884 -2.9340 -0.015
C 3.5925 2.1212 -0.7776 -0.021
H 1.7501 3.0218 -3.4432 0.155
H 5.0557 2.5241 -2.9320 0.107
H 4.5225 4.1592 -2.5593 0.110
H 3.8679 3.3270 -3.9629 0.100
H 2.7568 2.1373 -0.0819 0.090
H 3.9853 1.0978 -0.7750 0.092
H 4.3749 2.7437 -0.3413 0.113
C -4.1467 -0.5121 0.8075 -0.260
O -3.0757 -0.4383 0.2385 0.003
N -5.0863 0.4977 0.7487 -0.072
C -6.3236 0.3492 1.4457 0.027
C -4.7928 1.7772 0.1700 0.047
H -4.5607 -1.3976 1.2979 0.160
H -6.6489 -0.6961 1.4668 0.130
H -7.1336 0.9631 1.0654 0.129
H -6.1364 0.5500 2.5180 0.152
H -3.7684 1.7877 -0.1751 0.094
H -5.5329 1.9645 -0.6172 0.147
H -4.9669 2.5439 0.9348 0.141
C -0.6610 1.9985 3.0989 -0.067
O 0.6465 1.5185 2.7412 -0.181
P 0.7293 0.1893 1.8911 0.344
O -0.1809 0.0717 0.7444 -0.285
O 2.2303 0.1243 1.4914 -0.228
C 3.3519 0.0941 2.3963 -0.033
O 0.5966 -0.9551 2.9621 -0.184
C -0.5903 -1.7071 3.2170 -0.061
H -0.5650 3.0672 3.2688 0.100
H -0.9106 1.6217 4.0978 0.100
H -1.4629 1.6926 2.4316 0.074
H 3.0879 -0.4048 3.3306 0.098
H 3.7382 1.0962 2.5355 0.101
H 4.0576 -0.6214 1.9737 0.091
H -1.4832 -1.3320 2.7074 0.073
H -0.8651 -1.6238 4.2677 0.100
H -0.4505 -2.7420 2.9208 0.101
```

(4)
DFT (ωB97M-V/def2-TZVPD) results for a molecular structure, C12H30AlFN3O7P at a distorted geometry.

The energy above the lowest of the compared OMol25 structures with the same formula, charge and spin is 63.61 kJ/mol. For the HOMO energy, the calculation gives -14.20 eV. As for the net charge: +2. As for the LUMO energy: -12.04 eV. Its largest force on an atom is 3.365 eV/Å.

```
55
Properties=species:S:1:pos:R:3:lowdin_charge:R:1
Al 1.0278 -0.2860 3.7313 1.044
F 0.2314 -1.8149 1.5344 -0.438
O 0.8163 1.6951 1.5685 -0.288
P 0.6338 2.0064 0.1621 0.526
N 1.6668 3.1736 -0.4527 -0.199
C 2.2634 4.1191 0.4715 -0.025
C 1.9993 3.3134 -1.8742 -0.029
N -0.8165 2.7306 -0.2693 -0.200
C -1.3046 2.8765 -1.6313 -0.033
C -1.6666 3.2668 0.8028 -0.004
N 0.8176 0.6943 -0.8329 -0.158
C 2.1629 0.0795 -1.0139 0.010
C -0.1898 -0.3464 -0.5824 -0.027
H 1.7485 4.0493 1.4299 0.095
H 2.3266 5.0907 -0.0154 0.112
H 3.3061 3.8458 0.7035 0.129
H 1.3887 2.6202 -2.4459 0.071
H 3.0367 3.0209 -2.0408 0.117
H 1.7005 4.3136 -2.1910 0.122
H -1.2766 3.9307 -1.9142 0.119
H -0.7391 2.2637 -2.3262 0.082
H -2.3302 2.4908 -1.6479 0.128
H -2.3266 4.0337 0.3950 0.120
H -2.4012 2.4815 1.0515 0.103
H -1.0199 3.5415 1.6264 0.097
H 2.7593 0.2431 -0.1166 0.114
H 2.0665 -0.9597 -1.2978 0.107
H 2.6563 0.6106 -1.8310 0.099
H -0.1743 -1.0440 -1.4194 0.145
H -1.1650 0.0852 -0.3722 0.084
H 0.0942 -0.9453 0.3248 0.054
C 1.0188 -6.5566 -3.3713 -0.035
O 1.2997 -5.9557 -2.1280 -0.020
C 2.5389 -5.9315 -1.6589 -0.634
O 3.4550 -6.5143 -2.1190 0.176
O 2.6609 -5.1513 -0.5916 0.032
C 1.5546 -4.3894 -0.1823 -0.082
H 0.2603 -7.3298 -3.2599 0.100
H 1.8651 -7.0513 -3.8484 0.100
H 0.6510 -5.8310 -4.0968 0.094
H 1.8106 -3.6631 0.5839 0.071
H 0.7081 -4.9626 0.2058 0.104
H 1.1076 -3.8378 -1.0172 0.081
C -3.3516 2.2769 4.1522 -0.002
O -3.8083 1.4225 3.0911 0.021
C -2.9334 0.5757 2.5792 -0.673
O -1.8189 0.4205 2.9995 0.009
O -3.5277 -0.0798 1.6150 0.040
C -2.8642 -1.2690 1.1598 -0.012
H -2.9219 3.1742 3.7107 0.091
H -2.6494 1.7860 4.8203 0.097
H -4.2483 2.4919 4.7246 0.109
H -2.7895 -2.0266 1.9396 0.118
H -1.8421 -1.1224 0.8210 0.024
H -3.4672 -1.6564 0.3444 0.112
```